(1)
Formula: C3H7IN3
Source: OMol25
Level of theory: ωB97M-V/def2-TZVPD

Cartesian coordinates (Å):
N: 2.115 0.301 0.345
C: 0.896 0.250 -0.148
N: -0.122 1.153 -0.017
C: -1.354 0.317 0.100
I: -2.360 0.698 1.948
C: -0.794 -1.124 0.026
N: 0.395 -0.884 -0.849
H: 2.831 0.963 0.076
H: 2.386 -0.449 0.972
H: -0.160 1.918 -0.685
H: -1.994 0.570 -0.736
H: -0.343 -1.323 0.993
H: -1.478 -1.879 -0.321
H: -0.018 -0.509 -1.703

Frontier orbital gap ... 7.5 eV
Charge ... +1
E_HOMO ... -0.4953 Ha

Results of the natural (NBO) charge analysis, in e, for atoms 1 through 8: N -0.787; C 0.794; N -0.610; C -0.205; I 0.225; C -0.265; N -0.611; H 0.460

(2)
Formula: C3H7IN3
Source: OMol25
Level of theory: ωB97M-V/def2-TZVPD

Cartesian coordinates (Å):
C: 0.997 1.466 -0.183
N: 0.000 0.397 -0.611
N: 0.698 -0.836 -1.110
C: 0.237 -1.794 -0.381
N: -0.565 -1.309 0.696
C: -0.909 0.043 0.499
I: -2.997 0.277 -0.022
H: 1.506 1.021 0.696
H: 1.703 1.608 -1.036
H: 0.509 2.301 0.377
H: -0.609 0.681 -1.487
H: 0.706 -2.718 -0.474
H: -0.568 -1.847 1.593
H: -0.706 0.710 1.443

Frontier orbital gap ... 9.8 eV
Charge ... +1
E_HOMO ... -0.5098 Ha

Results of the natural (NBO) charge analysis, in e, for atoms 1 through 8: C -0.427; N -0.312; N -0.265; C 0.278; N -0.651; C -0.032; I 0.192; H 0.232

Most stable of them? (2).

(1)
Formula: H2
Source: OMol25
Level of theory: ωB97M-V/def2-TZVPD

Cartesian coordinates (Å):
H: 0.374 -0.347 0.096
H: -0.374 0.347 -0.096

Frontier orbital gap ... 14.6 eV
E_HOMO ... -0.4767 Ha

Charge distribution, Löwdin scheme, values in e: H 0.000; H 0.000

(2)
Formula: H2
Source: OMol25
Level of theory: ωB97M-V/def2-TZVPD

Cartesian coordinates (Å):
H: -0.522 -0.164 0.219
H: 0.522 0.164 -0.219

Frontier orbital gap ... 13.4 eV
E_HOMO ... -0.4565 Ha

Charge distribution, Löwdin scheme, values in e: H 0.000; H 0.000

Most stable of them? (1).